Here is 2 unconnected molecules or ions with the total composition C5H6S at a distorted geometry from the OMol25 dataset. Energies are from ωB97M-V/def2-TZVPD.

The geometry in XYZ format:
```
12
Properties=species:S:1:pos:R:3:forces:R:3:lowdin_charge:R:1
S 3.96044 0.33888 0.67675 0.529 1.104 0.081 0.77
C 1.98161 -1.57506 0.05171 -0.688 0.680 -2.900 -0.10
C -1.18159 0.70776 -0.10390 5.984 0.692 -1.195 -0.21
C 0.01978 0.88551 -0.35801 -6.502 -0.925 1.314 0.11
C 2.75908 -0.54019 0.29815 -0.413 -2.249 0.643 -0.85
C -2.56741 0.60141 0.03121 -2.773 3.527 3.243 -0.15
H -3.00845 -0.15033 -0.51961 -0.978 -1.699 -1.034 0.04
H -3.03084 1.60512 -0.26229 0.524 -1.272 -0.174 0.11
H 1.98246 -1.76122 -1.10276 0.064 -0.062 2.072 0.11
H 1.05268 -1.89253 0.54007 0.733 0.309 0.150 0.07
H -2.95427 0.61296 1.14340 1.013 -0.671 -1.901 0.12
H 0.98652 1.16768 -0.39471 2.508 0.567 -0.300 -0.03
```
Positions in Å, forces in eV/Å.

Summary:
**SMILES string**: C=C=S.C#CC
**Total energy**: -592.1424 hartree
**Lowest unoccupied orbital energy**: 0.0001 Ha
**Charge**: 0
**Max |F|**: 6.7 eV Å⁻¹
**Energy relative to the best compared isomer or geometry (same formula, charge and spin)**: 339.9 kJ/mol
**Frontier orbital gap**: 8.5 eV